Record 1
C7H6S | wB97M-V/def2-TZVPD

The HOMO-LUMO gap is 0.2770 Eh. The total charge is 0. As for the structure (SMILES): C#C/C=C(\C=C)C=S. The value obtained for the largest force on an atom is 2.65 eV/A. Its total energy is -668.38751 a.u. For the highest occupied orbital energy, the calculation gives -8.779 eV. The energy relative to the best compared isomer or geometry (same formula, charge and spin) is 3.039 eV.

Element x y z (Å)
C (-2.79953, -1.66916, -0.10481)
C (-1.59085, -1.50097, -0.09835)
C (-0.17726, -1.32469, 0.01835)
C (0.51777, -0.19332, 0.05507)
C (-0.19116, 1.09589, 0.06345)
C (0.39678, 2.25046, -0.22554)
C (1.95040, -0.21886, 0.15572)
S (2.88633, -1.52988, -0.13671)
H (-3.82157, -1.89871, -0.08972)
H (0.36165, -2.25230, 0.12042)
H (-1.24744, 1.06995, 0.28976)
H (-0.13321, 3.18731, -0.23535)
H (1.46025, 2.28648, -0.32552)
H (2.38784, 0.69777, 0.51324)

Record 2
C3H6N2O | wB97M-V/def2-TZVPD

The HOMO-LUMO gap is 0.4109 Eh. The total charge is 0. As for the structure (SMILES): N=C=NC=O.C. The value obtained for the largest force on an atom is 1.37 eV/A. Its total energy is -302.60210 a.u. For the highest occupied orbital energy, the calculation gives -10.601 eV. The energy relative to the best compared isomer or geometry (same formula, charge and spin) is 2.476 eV.

Element x y z (Å)
N (-1.11093, -1.20520, -0.48279)
C (-0.75822, -0.17742, 0.04707)
N (-0.64578, 0.90180, 0.62439)
C (-1.93805, 1.49064, 0.29356)
O (-2.10298, 2.65135, 0.11233)
H (-0.50647, -1.59959, -1.17257)
H (-2.77264, 0.75556, 0.23505)
C (1.98940, -0.57677, -0.02520)
H (2.16574, -1.65217, 0.01948)
H (2.90326, -0.02335, 0.18162)
H (1.62312, -0.29450, -1.01988)
H (1.27688, -0.30809, 0.75623)

Record 3
C16H15N3O3 | wB97M-V/def2-TZVPD

The HOMO-LUMO gap is 0.2893 Eh. The total charge is 0. As for the structure (SMILES): CC(C)=CCn1nc(-c2ccco2)c(-c2ccco2)nc1=O. The value obtained for the largest force on an atom is 3.18 eV/A. Its total energy is -1008.57548 a.u. For the highest occupied orbital energy, the calculation gives -8.505 eV. The energy relative to the best compared isomer or geometry (same formula, charge and spin) is 4.688 eV.

Element x y z (Å)
C (-4.95865, -1.09218, 0.23395)
C (-3.69214, -1.85824, 0.47210)
C (-3.64479, -2.74063, 1.70417)
C (-2.63228, -1.69230, -0.42089)
C (-1.30906, -2.42416, -0.46085)
N (-0.22235, -1.53337, -0.06389)
N (0.07698, -0.52435, -0.94085)
C (1.08792, 0.29569, -0.69781)
C (1.32739, 1.41447, -1.61443)
C (1.18831, 1.29471, -2.94460)
C (1.37908, 2.62496, -3.52354)
C (1.61462, 3.45840, -2.45969)
O (1.51116, 2.73823, -1.26912)
C (1.77743, 0.18116, 0.62206)
C (2.88645, 1.11156, 0.95507)
C (3.24525, 1.37787, 2.24681)
C (4.37394, 2.26942, 2.23919)
C (4.67490, 2.45911, 0.90102)
O (3.76154, 1.79841, 0.11517)
N (1.45050, -0.74932, 1.50518)
C (0.43907, -1.64620, 1.16965)
O (0.14199, -2.53760, 1.94100)
H (-4.87278, -0.41868, -0.64313)
H (-5.79674, -1.76614, 0.14723)
H (-5.06895, -0.49196, 1.15021)
H (-2.73495, -3.32771, 1.71559)
H (-3.67543, -2.16140, 2.63940)
H (-4.50061, -3.36988, 1.78483)
H (-2.79807, -1.00273, -1.26827)
H (-1.36361, -3.34978, 0.12049)
H (-1.12126, -2.77399, -1.48522)
H (0.94290, 0.35920, -3.47284)
H (1.47020, 2.85640, -4.56216)
H (1.91036, 4.54373, -2.56905)
H (2.75562, 0.93698, 3.10935)
H (4.84794, 2.72093, 3.11452)
H (5.52813, 3.01936, 0.50938)

Record 4
C2H8N3 | wB97M-V/def2-TZVPD

The HOMO-LUMO gap is 0.4254 Eh. The total charge is +1. The value obtained for the largest force on an atom is 2.30 eV/A. Its total energy is -245.01455 a.u. For the highest occupied orbital energy, the calculation gives -14.892 eV. The energy relative to the best compared isomer or geometry (same formula, charge and spin) is 1.444 eV.

Element x y z (Å)
C (1.47820, -0.72743, -2.21928)
N (1.25172, -0.72528, -0.98283)
H (0.94618, -0.28986, -3.04151)
H (2.28005, -1.28878, -2.67734)
H (1.91334, -1.26450, -0.43842)
H (0.07119, 0.15830, -0.49835)
N (-0.99047, -0.17573, 2.03497)
C (-1.17895, 0.82506, 1.17785)
N (-0.56413, 0.89964, 0.00751)
H (-0.71017, -1.09976, 1.76179)
H (-1.64968, -0.21162, 2.78196)
H (-1.82846, 1.69749, 1.39751)
H (-0.67505, 1.75977, -0.46409)

Record 5
C6H14BrPS | wB97M-V/def2-TZVPD

The HOMO-LUMO gap is 0.3401 Eh. The total charge is 0. As for the structure (SMILES): CCP(S)Br.C=C(C)C. The value obtained for the largest force on an atom is 5.00 eV/A. Its total energy is -3550.53320 a.u. For the highest occupied orbital energy, the calculation gives -8.854 eV. The energy relative to the best compared isomer or geometry (same formula, charge and spin) is 0.927 eV.

Element x y z (Å)
C (1.37608, 1.57608, 0.49573)
C (0.39614, 1.08679, -0.57306)
P (-0.64290, 2.34488, -1.45658)
S (1.04640, 3.37528, -2.24528)
Br (-1.23665, 4.00743, -0.01506)
H (1.67845, 2.60244, 0.53963)
H (0.99306, 1.28232, 1.49690)
H (2.21217, 0.92702, 0.39744)
H (-0.28109, 0.36681, -0.20735)
H (0.94821, 0.58861, -1.41792)
H (0.46221, 4.52162, -2.42180)
C (0.53075, -2.64183, 1.10020)
C (-0.77175, -2.31327, 0.86279)
C (-1.46102, -2.29161, -0.38367)
C (-1.46894, -1.87721, 2.11698)
H (0.91531, -2.66832, 2.19311)
H (1.43700, -2.85505, 0.51756)
H (-2.18530, -3.08741, -0.56660)
H (-0.85771, -2.27416, -1.26940)
H (-2.09608, -1.42420, -0.46311)
H (-2.10750, -2.72112, 2.46417)
H (-0.90374, -1.50496, 2.91506)
H (-2.13688, -1.05043, 1.92925)

Record 6
FIn | wB97M-V/def2-TZVPD

The HOMO-LUMO gap is 0.2167 Eh. The total charge is +2. The value obtained for the largest force on an atom is 1.91 eV/A. Its total energy is -288.85525 a.u. For the highest occupied orbital energy, the calculation gives -25.605 eV. The energy relative to the best compared isomer or geometry (same formula, charge and spin) is 2.542 eV.

Element x y z (Å)
In (0.56123, -0.85504, -1.07907)
F (-0.56123, 0.85504, 1.07907)